Record 1
The following is a DFT calculation (ωB97M-V with the def2-TZVPD basis set) of the molecule C6H7IO2.

Calculated values
Highest occupied orbital energy (alpha / beta), Eh: -0.303 / -0.303
E, Ha: -680.901309
Molar mass, g/mol: 238.0
LUMO level (alpha / beta), eV: -0.1369 / -0.1383

Structure (XYZ):
```
16
Properties=species:S:1:pos:R:3:forces:R:3
C 0.49155 -0.82590 0.48024 -0.6 -2.5 -0.2
C 0.28688 1.50034 -0.55761 -1.5 -0.9 -1.1
C 0.66299 0.18114 1.55175 0.7 2.1 -2.0
C 0.40549 1.64666 0.91558 0.9 -2.3 1.1
C -0.63688 -0.59556 -0.41633 2.1 1.4 -1.8
C -0.61307 -1.46608 -1.65442 -0.2 1.0 -1.7
O 1.25673 -1.80567 0.35646 -1.1 2.1 0.2
O 0.28204 2.18134 -1.51464 0.4 -1.1 1.2
I -2.51354 0.07392 0.20156 -0.2 -0.2 0.2
H 0.04913 -0.00889 2.38520 -0.7 -0.2 1.0
H 1.68571 0.02586 1.75625 1.2 0.4 1.0
H 1.10320 2.38469 1.26369 0.5 0.4 -0.1
H -0.55980 1.93881 1.24284 -1.0 0.5 0.1
H -1.59326 -1.82529 -1.89459 -0.9 0.3 -0.4
H -0.13449 -2.40116 -1.47982 1.1 -0.4 0.4
H -0.17268 -1.00421 -2.63615 -0.7 -0.5 2.0
```
Forces are in eV/Å.

Record 2
The following is a DFT calculation (ωB97M-V with the def2-TZVPD basis set) of a cluster of 5 separate species, C41H92N5O4 in total.

Calculated values
Net charge: +3
Highest occupied orbital energy, Eh: -0.563
E, Ha: -2191.146766
Molar mass, g/mol: 719.2
LUMO level, eV: -5.4716

Structure (XYZ):
```
142
Properties=species:S:1:pos:R:3:forces:R:3
N -11.22588 23.80072 -23.87837 -0.1 0.3 -0.4
O -11.86463 22.88231 -24.44508 -0.1 -0.1 0.2
O -11.73846 24.44962 -22.94587 0.2 -0.4 -0.1
O -10.08066 24.07956 -24.29851 0.1 0.1 0.2
C -11.40552 27.27642 -24.71752 -0.3 0.2 -0.3
C -10.61065 27.01853 -26.01888 -0.9 0.1 1.6
C -11.53938 26.59184 -27.15061 0.6 1.1 -0.8
C -11.81058 25.12476 -27.03060 -0.7 0.0 -0.5
N -12.75183 24.55189 -28.09095 0.4 0.2 0.5
C -12.99507 23.11573 -27.72525 0.4 -0.9 -0.3
C -11.79437 22.37988 -28.32889 0.0 -0.4 0.7
C -11.43033 23.15175 -29.60095 -0.3 -0.7 0.2
C -12.08522 24.51231 -29.43615 -0.2 0.8 -0.8
C -14.02423 25.32825 -28.15137 -0.7 0.4 -1.1
C -14.83259 25.38503 -26.85884 0.9 -0.2 -0.3
C -16.25527 25.88595 -27.12789 0.2 0.2 -0.5
H -11.96694 26.42157 -24.33720 0.2 -0.1 0.0
H -12.13001 28.07146 -24.92238 0.0 0.0 0.1
H -10.75113 27.64286 -23.92615 0.0 -0.1 0.0
H -9.89743 26.22553 -25.78815 0.2 0.1 -0.3
H -10.12149 27.97978 -26.16454 0.3 -0.2 -0.8
H -11.05528 26.83417 -28.10612 0.1 -0.3 0.0
H -12.42830 27.22404 -27.17908 -0.2 -0.2 0.4
H -12.34842 24.88452 -26.11892 0.5 0.0 0.4
H -10.85696 24.61208 -27.12898 -0.2 -0.4 0.3
H -13.94641 22.78670 -28.14109 0.0 0.2 -0.1
H -12.97642 22.97506 -26.64745 -0.3 0.3 0.0
H -11.98034 21.32559 -28.53450 -0.4 0.1 -0.1
H -11.04566 22.33360 -27.53080 0.4 0.4 -0.4
H -11.95572 22.67192 -30.42480 0.3 -0.1 -0.1
H -10.36562 23.10778 -29.80524 0.0 0.4 0.0
H -12.86206 24.64667 -30.19066 -0.1 -0.2 0.2
H -11.47608 25.40257 -29.57788 0.3 -0.2 0.4
H -14.59987 24.89428 -28.97763 -0.1 -0.5 0.4
H -13.81413 26.30970 -28.58587 0.3 0.1 0.5
H -14.26214 26.00447 -26.16300 -0.3 0.1 0.2
H -14.80916 24.36641 -26.46785 -0.3 0.1 0.3
H -16.42202 25.88120 -28.20828 -0.3 -0.2 0.1
H -16.41290 26.92319 -26.83977 0.1 0.0 0.3
H -17.00897 25.26380 -26.65753 0.0 0.0 0.1
C -7.45368 15.64765 -24.88317 -0.3 -0.2 0.3
C -8.20802 16.27775 -23.70960 -0.6 -0.9 0.2
C -8.72270 17.67404 -24.01671 1.1 0.2 0.0
C -9.57710 18.17552 -22.88299 -1.1 0.0 -0.9
N -10.24826 19.50978 -23.14638 0.3 1.2 -0.4
C -11.10768 19.87467 -21.96597 0.4 0.0 1.0
C -10.18351 20.65454 -21.01889 -0.4 -0.1 -1.0
C -9.40108 21.51308 -22.00936 1.0 0.0 0.7
C -9.18523 20.61910 -23.23199 -0.4 0.4 0.8
C -11.04436 19.60188 -24.45132 0.2 -1.1 0.6
C -12.13241 18.54471 -24.54003 0.0 0.1 0.8
C -12.92765 18.67956 -25.82393 0.3 -0.1 -0.4
H -8.19652 15.34657 -25.62428 0.2 0.1 -0.2
H -6.96045 14.73095 -24.56572 0.1 0.1 0.0
H -6.72292 16.30488 -25.35106 0.0 0.1 0.1
H -7.70393 16.22082 -22.73986 0.5 0.3 -0.3
H -9.06957 15.61840 -23.52336 -0.1 0.2 -0.1
H -9.22389 17.64458 -24.98523 -0.3 0.1 0.1
H -7.85035 18.32752 -24.13939 -0.1 0.0 -0.1
H -9.02570 18.29784 -21.95640 0.0 -0.2 0.1
H -10.41157 17.48021 -22.79162 0.1 -0.1 0.6
H -11.91758 20.53856 -22.26134 -0.1 -0.3 -0.4
H -11.45723 18.95188 -21.51126 -0.4 0.1 -0.1
H -10.74213 21.28101 -20.32898 0.0 -0.3 0.2
H -9.53759 19.95145 -20.49624 0.0 0.2 0.3
H -9.85643 22.47265 -22.24690 -0.4 -0.2 -0.1
H -8.44326 21.77013 -21.54582 0.0 0.0 -0.2
H -9.34718 21.20605 -24.12963 0.2 -0.3 -0.3
H -8.20988 20.15147 -23.17790 0.0 0.0 -0.3
H -10.29194 19.44291 -25.22035 -0.2 0.4 -0.3
H -11.45375 20.61072 -24.43063 0.1 0.1 -0.4
H -12.77605 18.66974 -23.66078 -0.2 0.0 -0.2
H -11.69335 17.55207 -24.41884 -0.1 -0.1 -0.3
H -13.16879 19.72974 -25.99987 -0.2 -0.1 0.0
H -13.83321 18.07862 -25.82615 -0.1 0.1 0.2
H -12.35008 18.32879 -26.68348 0.1 0.1 0.1
C -8.83416 29.96410 -22.85537 0.8 -0.4 1.1
C -7.55547 29.64810 -23.64158 -0.3 -0.1 0.6
C -7.59170 28.24692 -24.26223 -0.7 -0.1 0.2
C -6.19484 27.66871 -24.35426 0.0 1.4 -0.9
N -6.10437 26.25712 -24.80342 0.8 -0.5 0.8
C -6.64556 25.33234 -23.73216 -0.3 0.0 -0.2
C -5.95414 23.99950 -23.99591 -0.7 0.5 0.4
C -4.53196 24.40230 -24.35852 0.1 0.3 -0.6
C -4.62785 25.85016 -24.89924 -0.6 -0.3 0.5
C -6.80338 25.99642 -26.09748 -0.3 0.7 0.1
C -6.45954 26.94415 -27.22606 0.2 -0.6 -1.3
C -7.50838 26.80659 -28.34360 -0.5 -0.2 0.5
H -8.69096 30.86676 -22.25728 -0.3 0.4 -0.6
H -8.90217 29.23951 -22.02765 -0.3 -0.3 -0.4
H -9.75230 29.95170 -23.43306 -0.1 0.2 -0.1
H -6.75385 29.66932 -22.89664 0.1 0.2 -0.2
H -7.35206 30.42406 -24.37837 0.1 -0.1 -0.1
H -8.12666 28.29550 -25.21378 0.4 -0.1 -0.2
H -8.23766 27.61191 -23.64200 0.2 0.0 0.1
H -5.66452 27.83508 -23.41650 -0.1 -0.7 0.2
H -5.61643 28.26967 -25.06164 0.0 -0.1 -0.1
H -7.73168 25.29581 -23.82093 0.0 0.0 0.1
H -6.37859 25.78336 -22.77735 0.1 -0.1 0.0
H -6.51335 23.51585 -24.79731 0.3 -0.2 -0.1
H -6.03334 23.37468 -23.10840 0.1 -0.1 -0.1
H -4.09704 23.75856 -25.12021 0.1 -0.1 0.2
H -3.87864 24.42780 -23.49042 0.0 -0.3 0.0
H -4.30976 25.96116 -25.92821 0.2 0.2 0.0
H -4.12061 26.52522 -24.21858 0.3 0.1 -0.3
H -7.86741 26.06162 -25.88071 0.0 -0.2 0.0
H -6.52985 24.99382 -26.41418 -0.2 -0.1 0.1
H -5.53242 26.59209 -27.68923 0.2 0.3 0.2
H -6.33928 28.00082 -27.00966 -0.1 0.0 0.5
H -7.76260 25.75815 -28.53204 0.4 0.0 -0.2
H -7.14027 27.27184 -29.25224 -0.1 0.0 -0.1
H -8.46702 27.25381 -28.06158 0.2 0.3 0.0
C -14.89319 26.96265 -18.73347 0.2 -0.4 0.3
C -14.76367 25.81970 -19.72295 0.5 0.3 0.4
N -14.02814 24.60357 -19.17430 -0.4 -0.8 0.4
C -14.87327 24.00339 -18.08312 0.4 0.6 0.5
C -13.87319 23.61014 -20.28897 0.2 0.8 -1.5
C -15.15992 23.06363 -20.88952 -0.1 0.2 0.2
C -12.67794 24.86861 -18.56572 0.3 0.4 0.0
C -11.58077 25.35529 -19.49148 0.4 -0.5 -0.7
O -11.97783 26.49947 -20.17712 -0.5 0.4 0.1
C -10.99368 27.05562 -21.01780 0.8 -0.3 -0.4
H -15.30940 26.66050 -17.77096 -0.3 0.0 -0.2
H -15.54532 27.70280 -19.18930 0.0 0.2 0.1
H -13.92378 27.40182 -18.50750 0.0 0.2 -0.3
H -14.17417 26.16617 -20.56181 -0.1 -0.1 -0.3
H -15.73145 25.43612 -20.02867 0.0 0.1 -0.1
H -14.71281 24.59264 -17.18167 0.0 -0.1 0.0
H -14.52944 22.99321 -17.88670 -0.2 -0.1 -0.1
H -15.92286 24.09520 -18.33289 0.0 -0.4 -0.1
H -13.14644 22.83311 -20.06127 -0.2 0.0 0.7
H -13.40745 24.20024 -21.08245 0.2 -0.2 0.0
H -15.59793 23.77102 -21.59124 0.0 0.0 0.0
H -15.92727 22.82162 -20.15607 0.1 -0.3 0.0
H -14.89173 22.17785 -21.46040 -0.2 -0.1 0.0
H -12.34651 23.92206 -18.14008 -0.1 0.0 0.1
H -12.81261 25.58536 -17.75816 -0.1 0.0 0.0
H -11.29385 24.58279 -20.22596 -0.1 0.0 0.1
H -10.67256 25.53391 -18.89870 -0.2 0.0 0.2
H -10.19401 27.54870 -20.45195 -0.3 0.2 0.1
H -11.48699 27.73831 -21.70265 0.0 0.2 0.2
H -10.49392 26.29684 -21.63944 -0.3 -0.1 0.1
```
Forces are in eV/Å.

Q: Which energy above the lowest of the compared OMol25 structures with the same formula, charge and spin values were calculated for the entries above? A: 176.0, 0.0, in kJ/mol.